The following is a DFT calculation (ωB97M-V/def2-TZVPD) of C5H9NO3 in the gas phase.

XYZ file:
```
18
Properties=species:S:1:pos:R:3:mulliken_charge:R:1
C -0.48 -0.32 -2.15 -1.140
C 1.82 -0.84 0.64 -1.466
C 0.35 -0.61 0.27 0.590
C 0.07 -1.23 -1.10 0.555
O 0.11 0.79 0.41 -0.394
O 0.29 -2.41 -1.27 -0.574
H -0.61 -0.86 -3.09 0.359
H -1.44 0.07 -1.80 0.275
H 2.00 -0.52 1.66 0.356
H 2.06 -1.89 0.53 0.401
H 2.45 -0.26 -0.03 0.353
H 0.19 0.53 -2.28 0.310
N -1.11 1.92 1.90 -0.398
C -1.15 1.19 0.76 0.585
O -2.15 0.92 0.16 -0.570
H -0.21 2.24 2.24 0.227
H -1.92 2.45 2.16 0.245
H -0.28 -1.16 0.99 0.285
```

Computed properties:
SMILES	CC(=O)[C@@H](C)OC(N)=O
highest occupied orbital energy	-9.6	eV
DFT total energy	-12964.108	eV
frontier orbital gap	10.24	eV
energy relative to the best compared isomer or geometry (same formula, charge and spin)	57.68	kJ/mol